(1)
42
Properties=species:S:1:pos:R:3:mulliken_spin:R:1 method="wB97M-V/def2-TZVPD" max_force_ev_per_a=5.62 homo_lumo_gap_ev="5.39 / 5.17" total_charge=0 multiplicity=5 energy_ev=-24199.1465
C 0.333 -1.361 -3.359 0.066
C -1.010 -1.609 -2.994 0.080
C -1.005 -2.303 -1.735 0.093
C 0.392 -2.549 -1.324 0.250
C 1.178 -2.013 -2.416 0.185
Pt -0.359 0.073 -1.724 0.861
C -1.372 1.776 -2.692 -0.015
C -0.240 2.524 -2.892 0.623
C 0.888 2.534 -3.715 -0.199
N 1.413 0.355 -0.876 1.474
H -1.876 -2.521 -1.086 0.003
H -1.937 -1.249 -3.567 0.004
H 0.729 -2.787 -0.386 -0.009
H 2.291 -1.869 -2.371 0.031
H 0.679 -0.771 -4.331 -0.005
H -2.057 1.376 -3.547 0.054
H 1.823 0.521 -1.915 -0.027
H -1.899 1.997 -1.762 0.018
H 0.965 2.989 -4.884 0.055
H 1.897 2.273 -3.236 0.041
C 2.033 1.167 3.408 0.000
N 1.661 -0.074 2.800 0.022
C 1.894 -1.292 3.526 0.001
C 1.035 -0.123 1.482 0.085
C -0.465 0.144 1.437 0.018
C -1.241 0.265 2.627 0.006
C -2.626 0.457 2.562 0.002
C -3.292 0.537 1.347 0.015
C -2.532 0.414 0.161 0.048
C -1.172 0.200 0.248 0.232
H 2.833 0.987 4.143 0.000
H 1.197 1.657 3.943 0.001
H 2.377 1.873 2.639 0.000
H 1.016 -1.624 4.116 0.001
H 2.126 -2.103 2.820 0.001
H 2.725 -1.155 4.235 0.000
H 1.568 0.572 0.775 0.015
H 1.294 -1.101 1.054 -0.019
H -0.713 0.176 3.582 0.002
H -3.199 0.541 3.484 0.001
H -4.373 0.664 1.245 -0.001
H -2.975 0.431 -0.823 -0.009

=====

(2)
47
Properties=species:S:1:pos:R:3:mulliken_charge:R:1 method="wB97M-V/def2-TZVPD" max_force_ev_per_a=0.58 homo_lumo_gap_ev=9.85 total_charge=0 energy_ev=-32139.8739 smiles="CCCNC(=O)NC(=O)CN1C(=O)N[C@@](C)(c2ccc(C)cc2)C1=O"
C 4.608 4.255 -0.798 -1.250
C 3.934 3.012 -0.231 -0.190
C 4.120 1.810 -1.159 -0.945
N 3.517 0.616 -0.615 -0.086
C 2.444 0.040 -1.167 0.459
O 1.893 0.376 -2.188 -0.670
N 1.947 -1.096 -0.465 -0.010
C 2.330 -1.576 0.740 0.915
O 3.237 -1.127 1.410 -0.717
C 1.530 -2.800 1.205 -0.998
N 0.107 -2.565 1.279 0.234
C -0.578 -2.492 2.513 0.330
O -0.065 -2.581 3.593 -0.651
N -1.881 -2.332 2.204 -0.077
C -2.146 -2.298 0.784 1.689
C -3.105 -3.417 0.367 -1.689
C -2.632 -0.941 0.297 -0.098
C -2.928 0.085 1.181 -0.380
C -3.380 1.306 0.709 -0.952
C -3.535 1.534 -0.650 1.025
C -4.015 2.853 -1.170 -1.393
C -3.217 0.506 -1.531 -1.025
C -2.772 -0.716 -1.068 -0.192
C -0.745 -2.528 0.220 0.028
O -0.428 -2.637 -0.941 -0.730
H 4.187 4.507 -1.768 0.322
H 4.468 5.101 -0.131 0.358
H 5.676 4.087 -0.921 0.319
H 2.866 3.197 -0.101 0.259
H 4.357 2.777 0.748 0.319
H 5.188 1.627 -1.316 0.324
H 3.647 2.000 -2.125 0.413
H 3.843 0.264 0.279 0.258
H 1.187 -1.564 -0.960 0.212
H 1.865 -3.065 2.211 0.424
H 1.723 -3.625 0.510 0.314
H -2.602 -2.308 2.902 0.249
H -4.111 -3.191 0.714 0.409
H -2.782 -4.364 0.795 0.453
H -3.116 -3.507 -0.715 0.305
H -2.805 -0.055 2.245 0.391
H -3.610 2.091 1.414 0.312
H -4.300 3.515 -0.357 0.351
H -4.872 2.714 -1.827 0.343
H -3.228 3.335 -1.750 0.306
H -3.315 0.667 -2.594 0.379
H -2.508 -1.490 -1.771 0.355

=====

(3)
45
Properties=species:S:1:pos:R:3:mulliken_charge:R:1 method="wB97M-V/def2-TZVPD" max_force_ev_per_a=19.52 homo_lumo_gap_ev=8.49 total_charge=0 energy_ev=-26908.6756 smiles=Cc1ccc(Cn2ncc3c(NCCN(C)C)ncnc32)cc1
C 4.291 -0.415 -5.620 -1.418
C 3.581 -1.001 -4.300 1.132
C 2.473 -1.833 -4.266 -0.300
C 1.924 -2.345 -3.270 -0.275
C 2.403 -2.178 -2.177 0.492
C 1.939 -2.632 -0.786 -1.488
N 1.625 -1.651 0.131 0.891
N 2.309 -0.980 1.129 -0.951
C 1.468 0.034 1.378 -0.786
C 0.143 0.077 0.725 0.349
C -0.910 0.891 0.807 0.159
N -1.271 1.939 1.616 0.077
C -2.411 2.570 1.921 -1.301
C -3.005 2.571 3.139 -0.167
N -3.808 1.721 3.370 0.153
C -3.403 0.313 3.354 -1.062
C -4.826 1.923 4.492 -0.938
N -2.051 0.326 0.027 -0.482
C -1.757 -0.582 -0.687 -0.078
N -0.923 -1.384 -1.038 -0.500
C 0.329 -1.161 -0.101 0.263
C 3.747 -1.268 -2.101 -0.441
C 4.343 -0.639 -3.306 -1.253
H 5.087 0.266 -5.540 0.370
H 3.478 -0.016 -6.428 0.303
H 4.838 -1.425 -6.249 0.228
H 2.315 -1.881 -5.416 0.159
H 1.067 -2.749 -3.326 0.677
H 1.223 -3.348 -0.978 0.478
H 2.956 -3.150 -0.154 0.337
H 1.791 0.499 2.235 0.505
H -0.383 2.147 2.261 0.265
H -2.020 3.732 1.493 0.308
H -3.073 2.227 1.114 0.483
H -2.150 2.499 4.018 0.322
H -3.525 3.522 3.273 0.138
H -4.159 -0.280 3.458 0.485
H -2.707 -0.170 4.108 0.306
H -3.172 0.140 2.337 0.355
H -5.462 1.054 4.847 0.278
H -3.969 1.839 5.427 0.291
H -5.162 2.941 4.632 0.307
H -2.521 -0.599 -1.372 0.450
H 4.200 -1.232 -1.067 0.286
H 5.137 -0.314 -3.110 0.596

=====

(4)
45
Properties=species:S:1:pos:R:3:mulliken_charge:R:1 method="wB97M-V/def2-TZVPD" max_force_ev_per_a=7.33 homo_lumo_gap_ev=9.96 total_charge=0 energy_ev=-30262.6081 smiles="C#CCCC[C@@H](C#C)OC=O.O=C1CCCO1.O=C1CCCO1"
C -4.386 -0.944 0.553 -0.439
C -3.063 -0.965 0.646 -0.354
C -1.494 -0.666 0.917 0.275
C -0.720 -1.988 1.439 -0.572
C 0.775 -2.184 0.864 -0.636
C 1.692 -0.858 0.830 0.649
C 2.799 -0.823 2.022 -0.686
C 3.651 -0.634 3.022 -0.408
O 2.471 -0.877 -0.436 -0.265
C 1.723 -0.245 -1.490 0.284
O 2.158 -0.364 -2.692 -0.485
H -5.494 -0.650 0.398 0.300
H -1.002 -0.175 -0.013 -0.080
H -1.397 0.130 1.766 0.297
H -0.767 -2.075 2.596 0.299
H -1.340 -2.898 1.047 0.342
H 1.307 -2.931 1.589 0.353
H 0.780 -2.731 -0.167 0.292
H 1.126 0.141 0.830 0.312
H 4.325 -0.084 3.788 0.347
H 0.782 0.409 -1.286 0.198
O -4.244 2.616 0.814 -0.546
C -5.314 2.554 1.368 0.395
C -6.097 3.724 1.894 -0.362
C -7.104 3.051 2.800 -0.514
C -7.277 1.699 2.151 -0.457
O -6.007 1.395 1.566 -0.254
H -6.580 4.234 1.057 0.262
H -5.455 4.410 2.446 0.268
H -8.041 3.603 2.900 0.317
H -6.674 2.930 3.800 0.270
H -8.031 1.712 1.358 0.278
H -7.541 0.928 2.878 0.317
O 8.547 -1.118 -4.597 -0.577
C 7.521 -0.967 -3.978 0.454
C 6.272 -1.786 -4.140 -0.428
C 5.239 -0.932 -3.440 -0.260
C 6.061 -0.211 -2.400 -0.372
O 7.353 -0.042 -2.992 -0.364
H 6.409 -2.749 -3.642 0.267
H 6.028 -1.928 -5.194 0.293
H 4.413 -1.504 -3.014 0.194
H 4.819 -0.209 -4.148 0.240
H 6.172 -0.793 -1.480 0.262
H 5.640 0.766 -2.152 0.294

=====

(5)
70
Properties=species:S:1:pos:R:3:mulliken_spin:R:1 method="wB97M-V/def2-TZVPD" max_force_ev_per_a=5.61 homo_lumo_gap_ev="5.93 / 4.62" total_charge=+1 multiplicity=3 energy_ev=-196739.6253
Pt -29.371 20.257 -16.595 1.573
Cu -25.026 20.049 -16.501 0.006
As -27.171 19.814 -19.872 0.006
F -28.676 19.732 -20.876 0.004
F -26.117 19.431 -21.320 0.000
F -25.749 19.960 -18.754 0.001
F -28.208 20.253 -18.472 0.026
F -27.308 18.046 -19.465 0.002
F -27.092 21.582 -20.249 0.003
O -26.805 22.268 -14.407 0.005
C -27.590 21.521 -15.120 0.008
O -27.241 20.602 -15.852 0.142
O -28.797 21.662 -15.036 0.220
H -27.346 22.917 -13.952 0.007
C -25.386 19.774 -11.646 0.000
C -26.106 18.458 -12.021 0.001
C -25.266 17.521 -12.929 0.000
F -24.906 18.110 -14.067 0.001
F -24.167 17.172 -12.330 0.000
F -26.558 17.730 -10.979 0.000
F -27.191 18.822 -12.708 0.001
O -24.981 20.554 -12.776 -0.006
C -23.729 21.207 -12.666 0.000
C -23.520 22.093 -13.937 0.001
F -22.318 22.687 -13.969 0.000
F -23.672 21.420 -15.073 -0.001
F -23.712 21.912 -11.515 0.000
F -22.766 20.269 -12.715 0.000
H -24.585 19.617 -10.924 0.000
H -26.072 20.455 -11.143 0.000
H -25.739 16.548 -13.060 0.000
H -24.231 22.916 -13.866 0.000
C -30.370 26.022 -14.675 0.000
C -29.462 25.619 -13.511 0.000
C -30.343 25.511 -12.226 0.000
F -31.162 24.449 -12.158 0.000
F -29.476 25.398 -11.167 0.000
F -28.915 24.425 -13.823 -0.001
F -28.505 26.497 -13.526 0.000
O -31.488 25.085 -14.756 0.001
C -32.602 25.538 -15.512 0.000
C -33.697 24.472 -15.613 0.000
F -34.248 24.147 -14.401 0.000
F -34.660 24.895 -16.410 0.000
F -32.996 26.681 -14.982 0.000
F -32.098 25.810 -16.727 0.000
H -29.741 25.904 -15.557 0.000
H -30.723 27.042 -14.524 0.000
H -30.903 26.433 -12.068 0.000
H -33.228 23.577 -16.022 0.000
C -22.578 30.249 -12.808 0.000
C -22.950 29.475 -14.075 0.000
C -23.760 28.178 -13.621 0.000
C -24.323 27.405 -14.832 0.000
C -24.640 25.981 -14.552 0.000
C -25.260 25.404 -15.839 0.000
H -21.908 29.635 -12.207 0.000
H -23.445 30.579 -12.236 0.000
H -22.000 31.144 -13.037 0.000
H -23.592 30.080 -14.715 0.000
H -22.037 29.196 -14.601 0.000
H -24.564 28.409 -12.922 0.000
H -23.072 27.539 -13.068 0.000
H -25.226 27.916 -15.167 0.000
H -23.652 27.458 -15.689 0.000
H -23.721 25.453 -14.298 0.000
H -25.304 25.902 -13.691 0.000
H -26.263 25.791 -16.018 0.000
H -24.609 25.663 -16.675 0.000
H -25.425 24.336 -15.695 0.000